(1)
Computed, not measured: a molecular structure, C21H89B3O29S, with the ωB97M-V functional and the def2-TZVPD basis.

Structure (XYZ):
```
143
Properties=species:S:1:pos:R:3:forces:R:3:lowdin_charge:R:1
C -3.0258 -0.6566 2.0693 -0.10 0.69 -0.84 -0.04
C -3.9684 0.3024 1.3348 -0.08 0.27 1.48 -0.21
O -4.8174 -0.4004 0.4225 -0.04 0.16 -0.39 -0.04
C -4.4410 -0.2548 -0.8910 -0.24 0.37 0.36 -0.47
O -3.8765 -1.1504 -1.4395 0.40 -0.53 -0.46 0.14
C -4.8464 1.0364 -1.5509 0.45 0.25 -0.58 -0.10
C -3.8816 1.5078 -2.6637 -0.28 -0.49 0.97 -0.17
C -2.4543 1.5956 -2.1162 0.26 0.30 -0.41 -0.05
B -1.3937 2.2054 -3.1092 -0.51 1.10 -0.18 -0.49
O -0.5562 3.2626 -2.6900 0.26 -1.63 0.28 0.29
B 0.7362 2.7132 -2.8200 0.42 1.39 -0.08 -0.49
C 1.6511 2.3559 -1.5948 -0.35 0.59 -0.87 -0.06
C 2.2527 3.5420 -0.8269 0.42 -0.55 0.49 -0.18
C 3.4061 2.9887 0.0521 -0.89 0.61 -0.03 -0.20
C 3.6849 3.8375 1.2943 0.23 -1.00 0.04 -0.21
C 2.6800 3.5353 2.4329 0.42 0.68 0.00 -0.19
C 3.3447 2.9385 3.6933 -0.50 -1.11 -0.99 -0.20
C 4.0618 1.5817 3.4358 -0.34 0.33 0.21 -0.19
C 3.0983 0.4595 3.0033 0.68 -0.02 -0.09 -0.20
C 3.7694 -0.7265 2.2550 -1.26 -0.29 0.72 -0.18
C 3.0623 -2.0499 2.6892 1.19 0.43 -0.78 -0.15
C 3.6267 -3.3276 1.9950 -1.20 0.81 0.91 -0.20
O 2.7552 -3.7810 0.9597 0.79 -0.08 -0.59 -0.19
C 2.8007 -2.8964 -0.1512 -0.43 0.44 0.52 -0.11
O 1.1110 2.3837 -4.1464 -0.27 -0.70 0.87 0.26
B 0.1954 1.3876 -4.4910 0.02 0.62 -1.13 -0.63
C 0.7528 -0.0239 -4.8476 -0.31 -0.45 -0.03 -0.31
S -0.5171 -1.2806 -5.2080 0.08 0.21 0.15 0.92
C -0.6421 -2.0713 -3.5632 0.10 -0.58 -0.69 -0.51
C 0.1380 -3.3889 -3.6067 -0.15 0.68 -0.48 -0.16
O -1.1600 1.6886 -4.3909 0.40 -0.69 1.08 0.28
H -2.8497 -0.3333 3.0891 -0.01 0.03 0.09 0.08
H -2.0641 -0.7030 1.5618 0.10 -0.31 -0.01 0.06
H -3.5269 -1.6121 2.0869 0.24 -0.31 0.10 0.04
H -3.4547 1.1493 0.8758 0.04 -0.13 -0.31 0.12
H -4.6268 0.7398 2.0898 -0.12 0.06 -0.12 0.11
H -5.8360 0.8585 -1.9714 -0.12 -0.05 0.02 0.13
H -4.9526 1.8523 -0.8419 -0.07 -0.23 0.41 0.11
H -4.2329 2.5006 -2.9430 0.05 0.03 -0.26 0.12
H -3.9799 0.8506 -3.5183 0.24 0.02 -0.19 0.11
H -2.0925 0.5931 -1.8495 -0.06 -0.09 -0.18 0.11
H -2.4231 2.1716 -1.1865 -0.10 0.13 -0.03 0.12
H 1.0556 1.7554 -0.8994 0.29 -0.12 -0.02 0.09
H 2.4885 1.7687 -1.9806 -0.05 -0.24 0.09 0.12
H 1.5094 3.9936 -0.1692 -0.13 0.08 -0.09 0.12
H 2.6161 4.3137 -1.5059 0.07 0.12 0.03 0.11
H 3.0552 2.0179 0.4096 0.23 -0.21 -0.08 0.09
H 4.2875 2.8293 -0.5704 0.10 0.02 0.02 0.11
H 4.6738 3.5366 1.6416 0.13 0.27 0.11 0.09
H 3.7464 4.8973 1.0821 -0.08 0.12 -0.16 0.09
H 1.8740 2.8962 2.0712 0.00 -0.14 -0.03 0.09
H 2.1924 4.4790 2.6979 -0.06 -0.08 0.22 0.10
H 4.0120 3.6688 4.1241 0.20 0.02 0.15 0.07
H 2.5432 2.7137 4.4011 0.08 0.26 0.27 0.11
H 4.5438 1.2938 4.3739 0.07 -0.11 -0.03 0.11
H 4.8743 1.6889 2.7138 -0.06 0.07 -0.16 0.10
H 2.5908 0.0585 3.8833 -0.02 0.13 0.10 0.11
H 2.3241 0.8737 2.3606 -0.13 -0.06 -0.05 0.08
H 4.8372 -0.8028 2.4563 0.09 0.12 -0.03 0.11
H 3.5804 -0.5835 1.1923 0.43 0.03 -0.19 0.09
H 2.0058 -1.9254 2.4517 -0.16 -0.29 0.16 0.12
H 3.1832 -2.1401 3.7686 -0.14 -0.05 0.06 0.09
H 4.6283 -3.1263 1.6095 0.10 -0.17 -0.09 0.12
H 3.6511 -4.1098 2.7461 0.16 -0.28 -0.20 0.09
H 3.7719 -2.4062 -0.2412 0.22 -0.22 -0.14 0.10
H 2.0789 -2.0927 -0.0016 0.00 0.13 -0.14 0.07
H 2.5433 -3.4381 -1.0539 -0.13 -0.10 -0.04 0.06
H 1.2693 -0.3774 -3.9485 0.17 0.09 -0.04 0.07
H 1.5206 -0.0137 -5.6213 -0.01 0.08 -0.08 0.09
H -1.7081 -2.2315 -3.4202 -0.07 0.11 0.38 0.06
H -0.2205 -1.4312 -2.7973 -0.21 0.36 -0.04 0.05
H 1.0929 -3.1459 -4.0745 -0.16 -0.47 0.25 0.03
H -0.3991 -4.0692 -4.2639 0.10 -0.32 0.17 0.07
H 0.3082 -3.8026 -2.6147 -0.09 -0.21 0.03 0.06
O -7.5305 0.9575 2.1985 0.23 -0.10 0.28 -0.05
H -7.3238 1.8583 1.9281 0.00 0.02 -0.14 0.03
H -6.8359 0.4248 1.7910 -0.12 0.00 -0.25 0.02
O -3.6621 -4.2018 1.9202 -0.08 -0.06 -0.04 -0.05
H -3.2702 -3.8149 1.1315 0.01 0.03 0.00 0.03
H -4.6090 -4.1669 1.7497 -0.03 -0.05 -0.02 0.05
O -5.5204 1.4316 -5.2851 -0.05 0.16 -0.24 -0.06
H -4.9886 2.1715 -5.5927 0.05 0.02 0.03 0.04
H -5.6542 0.8890 -6.0757 -0.05 -0.25 0.21 0.00
O 0.2324 0.1517 0.3285 0.52 2.80 0.98 -0.08
H 0.2951 -0.7713 0.0479 0.04 0.50 0.27 -0.11
H -0.6049 0.4487 -0.0436 0.08 0.09 0.14 0.01
O 3.2988 -5.7520 -1.2635 0.20 0.39 0.25 -0.06
H 3.5009 -6.6073 -0.8639 -0.18 -0.02 -0.08 0.02
H 3.3805 -5.1127 -0.5333 -0.12 -0.56 -0.06 0.00
O -6.3819 -0.8525 -6.8772 -0.14 0.06 -0.11 -0.04
H -7.2736 -0.7216 -7.2132 -0.02 0.03 -0.02 0.05
H -6.3355 -1.7908 -6.6746 0.14 -0.02 0.06 0.05
O -6.4818 -0.3380 4.8329 0.10 -0.01 -0.25 -0.06
H -6.7283 0.2285 4.0877 -0.20 -0.01 0.06 0.00
H -6.9409 0.0449 5.5896 -0.01 0.06 -0.01 0.02
O 3.3284 5.3916 5.4501 0.01 0.32 0.14 -0.05
H 2.8962 5.9890 4.8306 -0.01 -0.05 -0.08 0.04
H 3.1176 5.7532 6.3166 0.02 -0.02 0.03 0.04
O -0.2423 -1.8856 -0.4732 -1.04 -3.43 -1.12 -0.01
H -1.1758 -1.8409 -0.7177 -0.10 0.12 -0.07 0.08
H -0.1497 -2.7336 -0.0259 0.12 -0.21 0.03 0.10
O -6.1634 1.4300 7.1285 0.14 -0.04 0.02 -0.06
H -5.9498 2.3410 6.8965 -0.07 0.08 0.13 0.03
H -5.4464 0.9110 6.7442 -0.02 -0.03 -0.03 0.04
O -7.3288 2.4269 -0.5205 -0.17 0.12 0.02 -0.05
H -7.0763 2.9000 -1.3196 0.04 0.04 -0.01 0.04
H -8.2904 2.4054 -0.5558 -0.05 -0.07 0.09 0.05
O 5.3239 -4.9395 4.4033 0.10 0.15 0.17 -0.05
H 5.4647 -5.7688 3.9365 -0.05 -0.01 -0.08 0.05
H 5.9845 -4.9463 5.1037 0.01 -0.15 0.03 0.05
O -0.8312 -0.4059 -8.4814 0.11 0.10 0.02 -0.07
H -0.5719 -0.3135 -7.5571 -0.16 -0.11 -0.07 -0.04
H -0.1117 -0.0031 -8.9764 -0.01 0.01 -0.06 0.03
O 5.1723 6.1684 2.5395 0.12 0.19 0.18 -0.05
H 5.4227 6.1857 3.4694 -0.07 -0.07 0.06 0.04
H 5.9209 6.5647 2.0836 0.00 0.01 -0.05 0.04
O 5.0095 -1.9826 5.8962 -0.05 -0.24 0.01 -0.04
H 5.1811 -2.8207 5.4522 0.08 0.07 -0.26 0.00
H 5.6602 -1.9482 6.6044 -0.03 0.08 0.06 0.05
O 1.9279 3.6937 -7.1437 -0.02 -0.05 -0.04 -0.04
H 2.6114 3.3893 -6.5391 0.04 0.01 0.03 0.04
H 1.1122 3.5907 -6.6432 -0.03 0.05 0.02 0.04
O 1.5880 5.5843 -9.6139 0.01 -0.04 -0.11 -0.07
H 1.8502 4.7446 -9.2204 -0.02 -0.01 0.13 0.00
H 1.5737 6.1898 -8.8688 0.01 0.02 0.06 0.03
O -5.2720 3.8879 8.6260 0.05 -0.01 0.02 -0.06
H -5.1588 3.0599 9.1042 -0.06 -0.09 -0.08 0.04
H -5.4599 4.5378 9.3084 -0.02 0.07 -0.02 0.04
O 2.1896 -8.4791 -0.1976 0.03 -0.03 0.05 -0.05
H 1.2852 -8.2325 -0.4114 0.01 0.12 -0.06 0.04
H 2.1317 -9.4032 0.0606 0.07 -0.04 0.01 0.04
O 2.9449 -4.2856 6.8491 0.07 -0.07 -0.03 -0.06
H 3.5263 -3.6471 6.4214 -0.09 0.20 0.10 -0.02
H 2.6333 -4.8409 6.1292 -0.02 -0.04 -0.01 0.03
O 3.0697 -2.5790 -3.4746 0.41 0.00 0.40 -0.05
H 3.3928 -3.2937 -2.9056 -0.03 -0.03 -0.30 0.06
H 3.0586 -1.8079 -2.9006 0.06 0.13 -0.06 0.05
O -3.8762 -2.3894 4.4138 0.06 -0.13 0.33 -0.06
H -3.7280 -3.3221 4.2295 0.07 0.01 -0.14 0.02
H -4.6055 -2.1427 3.8403 -0.19 0.07 0.17 0.01
O 3.3954 -3.6681 -6.1007 -0.06 0.13 0.03 -0.07
H 2.8867 -3.2607 -6.8067 -0.05 -0.05 -0.05 0.03
H 3.1741 -3.1518 -5.3110 0.13 -0.08 -0.07 -0.02
```
Forces are in eV/Å.

The value obtained for the molar mass is 870.4 g mol⁻¹. As for the charge: 0. Its spin multiplicity is 1. For the total energy, the calculation gives -3508.41288 a.u. The HOMO-LUMO gap comes out at 8.444 eV. As for the maximum force: 3.76 eV/A. The calculation puts the HOMO energy at -8.447 eV.

(2)
Computed, not measured: a molecular structure, C22H10Br4ClN2O3Zn, with the ωB97M-V functional and the def2-TZVPD basis.

Structure (XYZ):
```
43
Properties=species:S:1:pos:R:3:forces:R:3:nbo_charge:R:1
Zn -0.3165 0.1795 0.0101 0.00 0.46 0.28 1.72
Cl 3.9224 2.1459 5.4354 0.08 0.01 0.09 -0.04
C 2.6699 1.8555 4.2584 -0.05 0.01 -0.01 -0.12
C 1.3938 2.3985 4.4605 0.11 -0.07 -0.05 -0.20
C 0.4096 2.1788 3.5378 -0.05 0.05 -0.02 -0.24
C 0.6306 1.4333 2.3434 0.24 -0.05 0.04 0.42
O -0.3374 1.3062 1.5119 -0.06 0.46 0.52 -0.84
C 1.9372 0.8664 2.1710 -0.24 0.24 0.30 -0.25
C 2.3376 0.0316 1.0748 0.00 -0.28 -0.42 0.19
N 1.6390 -0.3025 0.0426 0.57 0.17 0.39 -0.61
C 2.1818 -1.1661 -0.9352 0.21 -0.34 -0.32 0.14
C 3.5648 -1.3520 -1.0780 -0.15 0.20 0.15 -0.23
C 4.0948 -2.3372 -1.8894 0.03 -0.14 -0.08 -0.20
C 3.2533 -3.2034 -2.5693 0.04 0.07 0.04 -0.23
C 1.8932 -2.9631 -2.5109 -0.06 0.09 0.10 0.04
C 0.8334 -3.8023 -3.1334 0.03 -0.05 0.12 -0.22
C -1.7405 -3.4545 -2.7939 -0.04 0.08 -0.06 -0.39
C -2.0344 -2.9695 -1.5793 0.00 0.03 -0.07 0.05
N -1.0855 -2.1342 -1.0804 0.35 -0.19 0.03 -0.16
C 1.3423 -1.9098 -1.7831 0.03 0.04 0.02 -0.02
C 2.9251 1.0974 3.1529 -0.05 -0.06 -0.10 -0.16
H 1.2042 2.9850 5.3500 -0.04 -0.01 0.00 0.22
H -0.5863 2.5741 3.6899 0.01 0.02 -0.05 0.22
H 3.3479 -0.3677 1.1727 0.01 -0.01 0.03 0.16
H 4.2459 -0.6942 -0.5550 0.00 -0.02 0.02 0.21
H 5.1695 -2.4421 -1.9697 -0.01 0.01 0.01 0.21
H 3.6435 -4.0358 -3.1410 -0.01 0.01 -0.02 0.22
H 1.1177 -4.2305 -4.0865 -0.05 0.01 -0.02 0.24
H -2.2641 -4.2131 -3.3490 -0.03 0.02 0.03 0.23
H -2.8852 -3.1915 -0.9523 0.02 0.00 0.02 0.22
H 3.9069 0.6588 3.0183 0.01 0.02 0.00 0.21
Br -0.4259 -0.6016 -6.8312 -0.02 0.00 0.06 0.07
C -0.4018 -1.0988 -5.0023 0.01 -0.33 0.00 -0.09
C -0.4543 -2.3901 -4.6547 0.11 0.24 -0.27 -0.12
Br -0.7026 -3.7620 -5.9439 -0.02 -0.08 0.05 0.04
C -0.4159 -2.8720 -3.2278 -0.09 -0.21 0.00 -0.14
Br 0.5796 -5.4030 -1.9990 0.00 0.06 -0.06 -0.03
C -0.1439 -1.7476 -2.1446 -0.16 0.21 0.19 0.08
O -1.3696 -1.3318 0.0145 -0.67 -0.97 -0.07 -0.85
C -0.3454 -0.2945 -2.6563 -0.06 0.10 -0.41 0.41
O -0.4057 0.6724 -1.8111 0.04 -0.02 -0.67 -0.85
C -0.3557 -0.0589 -4.0053 -0.05 0.32 0.21 -0.32
Br -0.4518 1.7736 -4.5142 0.02 -0.10 0.01 0.03
```
Forces are in eV/Å.

The value obtained for the molar mass is 770.8 g mol⁻¹. As for the charge: -1. Its spin multiplicity is 1. For the total energy, the calculation gives -13715.25362 a.u. The HOMO-LUMO gap comes out at 5.722 eV. As for the maximum force: 1.18 eV/A. The calculation puts the HOMO energy at -3.885 eV.